Entry 1:
# C41H119N19O14

14 unconnected molecules or ions with the total composition C41H119N19O14 in a non-equilibrium geometry (ωB97M-V/def2-TZVPD, the Open Molecules 2025 dataset).

```
193
C41H119N19O14 ωB97M-V/def2-TZVPD
C -4.583 2.041 -0.567
C -4.059 2.746 -1.781
C -4.772 4.065 -2.133
O -6.150 3.798 -2.323
C -6.902 4.972 -2.506
N -2.606 2.898 -1.761
H -4.053 1.143 -0.249
H -5.619 1.712 -0.667
H -4.609 2.759 0.262
H -4.397 2.087 -2.590
H -4.291 4.479 -3.026
H -4.654 4.798 -1.325
H -6.649 5.755 -1.785
H -7.954 4.712 -2.395
H -6.777 5.387 -3.512
H -2.431 3.711 -1.163
H -2.169 3.151 -2.641
C 2.749 -3.388 -2.682
C 3.693 -4.287 -1.882
C 3.730 -5.718 -2.427
O 4.159 -5.758 -3.750
C 4.199 -7.041 -4.314
N 4.976 -3.611 -1.734
H 2.922 -2.343 -2.442
H 1.696 -3.662 -2.577
H 2.888 -3.662 -3.734
H 3.171 -4.440 -0.929
H 2.706 -6.121 -2.440
H 4.383 -6.350 -1.807
H 4.944 -7.725 -3.902
H 4.242 -7.017 -5.403
H 3.231 -7.554 -4.216
H 5.327 -3.403 -2.661
H 5.647 -4.195 -1.247
C 1.208 1.315 -1.247
C 0.537 -0.071 -1.355
C -0.231 -0.346 -0.074
O 0.662 -0.554 0.999
C 0.021 -0.744 2.235
N -0.481 0.051 -2.380
H 1.436 1.755 -2.220
H 2.178 1.283 -0.743
H 0.548 1.994 -0.706
H 1.231 -0.845 -1.679
H -0.733 -1.313 -0.236
H -1.042 0.358 0.130
H 0.707 -0.824 3.078
H -0.489 -1.714 2.154
H -0.705 0.030 2.505
H 0.034 0.327 -3.214
H -1.196 0.769 -2.325
C -3.842 -6.213 2.111
C -2.572 -5.513 1.700
C -2.069 -5.921 0.322
O -0.958 -5.187 -0.193
C 0.269 -5.280 0.526
N -2.833 -4.079 1.822
H -4.631 -5.958 1.401
H -4.189 -5.923 3.106
H -3.861 -7.303 2.199
H -1.740 -5.773 2.374
H -2.856 -5.853 -0.427
H -1.661 -6.932 0.433
H 0.900 -4.609 -0.057
H 0.656 -6.297 0.416
H 0.172 -4.985 1.571
H -1.909 -3.664 1.708
H -3.099 -3.895 2.783
C -3.614 -0.166 -4.865
C -4.120 0.921 -5.824
C -5.600 0.889 -6.215
O -5.863 -0.266 -6.989
C -7.042 -0.101 -7.783
N -3.821 2.252 -5.249
H -4.189 -0.197 -3.931
H -2.633 0.093 -4.467
H -3.735 -1.136 -5.337
H -3.470 0.805 -6.696
H -5.753 1.788 -6.821
H -6.179 0.846 -5.286
H -7.975 -0.105 -7.220
H -7.019 -0.996 -8.406
H -6.880 0.746 -8.452
H -4.177 2.230 -4.297
H -4.388 2.958 -5.710
C 0.651 -3.926 4.929
C 1.684 -2.901 5.395
C 1.093 -1.986 6.485
O 0.124 -1.123 5.893
C -0.619 -0.340 6.785
N 2.813 -3.648 5.954
H 0.469 -4.658 5.720
H 0.935 -4.526 4.061
H -0.258 -3.397 4.625
H 1.932 -2.319 4.505
H 1.898 -1.422 6.959
H 0.638 -2.670 7.209
H -1.281 -0.848 7.494
H -1.319 0.230 6.185
H -0.016 0.409 7.307
H 2.814 -4.497 5.395
H 2.599 -4.045 6.866
C 1.977 2.528 3.141
C 2.631 2.377 4.488
C 1.689 2.330 5.703
O 1.208 3.648 5.871
C 0.361 3.804 6.966
N 3.653 1.331 4.521
H 1.345 3.416 3.089
H 1.409 1.627 2.897
H 2.708 2.701 2.348
H 3.113 3.330 4.744
H 2.211 1.941 6.584
H 0.860 1.636 5.506
H -0.602 3.263 6.924
H 0.185 4.868 7.098
H 0.659 3.270 7.882
H 3.758 0.870 3.623
H 3.450 0.599 5.191
C 8.531 4.522 -1.608
C 8.256 3.026 -1.833
C 6.782 2.758 -1.761
O 6.583 1.365 -1.936
C 5.223 0.983 -1.950
N 8.854 2.666 -3.133
H 8.476 5.030 -2.573
H 9.594 4.542 -1.355
H 7.944 5.051 -0.860
H 8.740 2.548 -0.980
H 6.252 3.223 -2.606
H 6.332 3.189 -0.862
H 5.171 -0.105 -1.957
H 4.713 1.371 -2.836
H 4.606 1.265 -1.092
H 8.981 3.512 -3.682
H 9.837 2.427 -3.033
C -4.457 2.425 3.493
C -3.476 2.415 4.664
C -4.088 1.881 5.972
O -3.124 1.720 7.026
C -3.797 1.330 8.205
N -2.285 1.657 4.220
H -4.883 1.446 3.261
H -3.913 2.769 2.615
H -5.309 3.090 3.636
H -3.014 3.389 4.850
H -4.617 0.944 5.775
H -4.825 2.649 6.230
H -4.542 2.075 8.507
H -3.066 1.395 9.012
H -4.244 0.337 8.144
H -1.751 1.271 4.986
H -2.683 0.832 3.768
C 4.424 -1.039 1.169
O 4.408 -0.378 2.211
N 3.293 -1.160 0.402
N 5.416 -1.830 0.762
H 3.073 -1.960 -0.162
H 2.495 -0.638 0.762
H 5.333 -2.359 -0.096
H 6.286 -1.829 1.266
C -1.392 -3.529 -3.650
O -1.661 -4.678 -4.019
N -1.230 -3.156 -2.358
N -1.288 -2.505 -4.524
H -1.174 -2.181 -2.104
H -1.252 -3.855 -1.630
H -1.241 -1.562 -4.176
H -1.421 -2.761 -5.485
C -1.454 4.107 1.497
O -1.606 4.646 0.395
N -1.561 2.773 1.650
N -1.038 4.776 2.609
H -1.627 2.288 2.548
H -1.997 2.416 0.807
H -0.779 4.276 3.441
H -0.769 5.733 2.465
C 2.460 0.290 -4.763
O 1.315 -0.152 -4.674
N 3.643 -0.394 -4.682
N 2.713 1.638 -4.844
H 3.519 -1.372 -4.479
H 4.510 0.081 -4.812
H 1.986 2.341 -4.886
H 3.645 1.998 -4.903
C -0.480 3.484 -4.754
O 0.679 3.752 -4.437
N -0.893 2.184 -4.844
N -1.422 4.372 -5.153
H -1.868 1.918 -4.775
H -0.164 1.488 -4.862
H -1.111 5.327 -5.093
H -2.337 3.985 -5.322
```

Values from the calculation:
ΔE to the lowest compared entry with this formula, charge and spin	35.5	kcal per mole
frontier orbital gap	8.440	eV
LUMO	0.4	eV

Entry 2:
# C41H25N9O4STl

A molecular structure, C41H25N9O4STl in a non-equilibrium geometry (ωB97M-V/def2-TZVPD, the Open Molecules 2025 dataset).

```
81
C41H25N9O4STl ωB97M-V/def2-TZVPD
Tl 10.307 11.058 15.109
C 7.172 17.046 15.230
C 6.932 16.774 13.878
C 7.631 15.795 13.237
C 8.599 15.088 13.967
C 9.485 13.975 13.597
N 10.138 13.515 14.740
C 10.006 14.494 15.727
N 10.729 14.695 16.861
C 11.794 13.911 17.108
C 12.810 14.198 18.171
C 13.053 15.289 18.951
C 14.086 15.181 19.905
C 14.872 14.070 20.048
C 14.748 13.010 19.096
C 13.701 13.096 18.204
C 13.210 12.171 17.148
N 13.883 11.074 16.821
C 13.628 10.268 15.744
N 12.952 10.584 14.622
C 13.022 9.566 13.705
N 12.558 9.709 12.464
C 11.841 10.758 12.076
N 11.034 11.585 12.831
C 10.476 12.531 11.979
N 9.661 13.557 12.345
C 10.862 12.272 10.597
C 10.458 12.834 9.386
C 11.073 12.432 8.240
C 11.996 11.366 8.243
C 12.343 10.724 9.416
C 11.757 11.172 10.641
C 13.681 8.419 14.295
C 13.950 7.109 13.854
C 14.518 6.228 14.780
C 14.922 6.699 16.043
C 14.820 8.009 16.376
C 14.116 8.878 15.566
N 12.092 12.699 16.527
C 8.934 15.448 15.302
C 8.188 16.444 15.947
H 6.544 17.818 15.678
H 6.124 17.266 13.371
H 7.438 15.540 12.154
H 12.451 16.186 18.858
H 14.312 16.071 20.483
H 15.577 13.928 20.866
H 15.456 12.176 19.016
H 9.733 13.631 9.364
H 10.884 12.925 7.313
H 12.370 11.014 7.303
H 13.007 9.861 9.325
H 13.695 6.838 12.830
H 14.712 5.209 14.523
H 15.370 6.016 16.768
H 15.253 8.374 17.285
H 8.491 16.647 16.974
C 11.195 10.527 21.640
C 10.122 10.583 20.587
C 9.502 11.830 20.335
C 8.625 11.967 19.285
C 8.324 10.788 18.556
C 8.776 9.536 18.918
C 9.722 9.441 19.925
S 7.435 11.017 17.014
O 7.555 12.417 16.636
O 6.135 10.393 17.243
N 8.371 10.278 15.924
C 8.109 8.887 15.635
C 9.355 8.177 15.119
O 9.372 6.942 15.085
O 10.458 8.831 14.749
H 11.148 11.468 22.197
H 12.177 10.398 21.167
H 10.982 9.686 22.329
H 9.731 12.656 21.027
H 8.269 12.937 18.888
H 8.427 8.697 18.351
H 10.114 8.432 20.231
H 7.332 8.831 14.853
H 7.682 8.371 16.490
```

Values from the calculation:
frontier orbital gap (spin up / spin down)	4.683 / 4.654	eV
net charge	-1
LUMO (spin up / spin down)	0.9 / 0.9	eV

Entry 3:
# C41H29BrN6O4Sr

A molecular structure, C41H29BrN6O4Sr in a non-equilibrium geometry (ωB97M-V/def2-TZVPD, the Open Molecules 2025 dataset).

```
82
C41H29BrN6O4Sr ωB97M-V/def2-TZVPD
Sr -19.598 -12.646 2.946
O -25.229 -10.437 3.402
C -24.638 -9.510 2.692
C -25.329 -8.313 2.375
C -24.720 -7.269 1.644
C -23.450 -7.506 1.058
C -22.835 -8.719 1.252
C -23.397 -9.723 1.973
C -22.754 -11.016 2.071
O -21.447 -11.129 1.519
N -23.149 -11.925 3.048
N -22.332 -12.921 3.315
C -22.659 -13.790 4.298
C -21.668 -14.538 4.819
C -21.881 -15.467 5.930
C -20.932 -16.297 6.471
C -19.618 -16.310 5.862
C -19.415 -15.352 4.957
N -20.349 -14.483 4.462
H -24.754 -11.285 3.484
H -26.212 -8.115 2.858
H -25.273 -6.295 1.711
H -22.976 -6.754 0.425
H -21.906 -8.999 0.824
H -23.669 -13.634 4.663
H -22.831 -15.506 6.439
H -21.060 -16.946 7.316
H -18.812 -16.912 6.158
H -18.372 -15.299 4.476
C -19.782 -11.525 -0.036
C -19.241 -12.737 -0.337
C -20.318 -13.819 -0.230
C -21.469 -13.190 0.061
C -21.308 -11.691 0.214
H -19.082 -10.648 0.062
H -18.198 -12.875 -0.393
H -20.213 -14.843 -0.418
H -22.447 -13.751 0.170
H -21.986 -11.211 -0.515
N -20.376 -2.217 3.999
C -20.210 -3.338 3.780
C -19.905 -4.725 3.677
C -20.961 -5.643 3.475
C -20.591 -6.998 3.450
C -19.284 -7.451 3.556
C -18.269 -6.497 3.677
C -18.608 -5.134 3.801
C -19.049 -8.934 3.536
C -19.656 -9.516 4.637
C -20.180 -8.932 5.771
C -20.662 -9.965 6.533
C -20.328 -11.143 5.843
N -19.750 -10.872 4.729
C -18.214 -9.478 2.632
C -17.614 -8.770 1.535
C -16.872 -9.724 0.856
C -16.951 -10.964 1.572
N -17.796 -10.823 2.572
H -22.002 -5.371 3.311
H -21.443 -7.678 3.230
H -17.281 -6.799 3.636
H -17.835 -4.341 3.982
H -20.262 -7.907 5.785
H -21.151 -9.912 7.544
H -20.447 -12.113 6.253
H -17.697 -7.754 1.436
H -16.253 -9.559 -0.007
H -16.629 -11.973 1.243
Br -19.367 -20.810 2.412
C -18.864 -18.968 2.052
C -19.698 -17.891 2.249
C -19.322 -16.630 2.040
C -18.040 -16.406 1.455
C -17.214 -17.495 1.206
C -17.612 -18.762 1.506
C -17.466 -15.074 1.109
O -16.758 -15.020 0.071
O -17.667 -14.163 1.937
H -20.601 -18.083 2.813
H -19.908 -15.833 2.467
H -16.168 -17.383 0.854
H -16.944 -19.559 1.274
```

Values from the calculation:
ΔE to the lowest compared entry with this formula, charge and spin	99.3	kcal per mole
frontier orbital gap (spin up / spin down)	3.725 / 3.724	eV
net charge	-2
LUMO (spin up / spin down)	3.7 / 3.7	eV

Entry 4:
# C41H29Cl2F3N4O2S2SbTi

A molecular structure, C41H29Cl2F3N4O2S2SbTi (ωB97M-V/def2-TZVPD, the Open Molecules 2025 dataset).

```
85
C41H29Cl2F3N4O2S2SbTi ωB97M-V/def2-TZVPD
Ti -0.362 -0.100 0.174
Cl 0.408 0.162 2.633
C 2.086 -0.359 2.674
C 2.703 -0.568 3.883
C 4.026 -1.000 3.853
C 4.682 -1.215 2.651
C 4.029 -0.995 1.446
Cl 4.844 -1.283 -0.038
C 2.706 -0.553 1.445
S 1.856 -0.207 -0.047
H 2.184 -0.404 4.817
H 4.548 -1.172 4.784
H 5.708 -1.556 2.639
O 1.870 -3.280 -6.901
C 1.162 -3.598 -5.813
O 0.884 -4.730 -5.549
C 0.743 -2.478 -4.890
C -0.417 -2.676 -4.147
C -0.800 -1.754 -3.194
C -0.010 -0.637 -2.967
C 1.153 -0.427 -3.695
C 1.519 -1.347 -4.669
N -0.379 0.305 -1.939
C -0.516 1.537 -2.269
C -0.826 2.520 -1.236
C -0.975 3.862 -1.504
C -1.285 4.719 -0.446
C -1.442 4.185 0.817
C -1.281 2.815 1.004
N -0.974 1.991 0.004
H 1.884 -2.331 -7.076
H -0.986 -3.584 -4.316
H -1.693 -1.906 -2.602
H 1.788 0.425 -3.483
H 2.446 -1.195 -5.210
H -0.428 1.844 -3.309
H -0.850 4.234 -2.512
H -1.402 5.781 -0.616
H -1.687 4.812 1.663
H -1.407 2.375 1.984
S -2.295 -0.470 1.726
C -3.416 -0.618 0.441
N -4.704 -0.954 0.678
C -5.599 -1.105 -0.319
C -5.191 -0.894 -1.608
C -3.859 -0.533 -1.796
N -2.987 -0.394 -0.798
H -4.993 -1.120 1.637
H -6.605 -1.387 -0.034
H -5.877 -1.001 -2.436
H -3.478 -0.351 -2.795
F 2.277 -4.311 5.537
C 1.678 -4.033 4.384
C 0.425 -3.440 4.413
C -0.185 -3.129 3.210
C 0.448 -3.423 2.001
C 1.705 -4.028 2.004
C 2.329 -4.338 3.202
Sb -0.375 -2.924 0.129
C 0.782 -4.026 -1.216
C 1.903 -3.452 -1.814
C 2.704 -4.208 -2.653
C 2.359 -5.529 -2.886
F 3.117 -6.250 -3.697
C 1.259 -6.126 -2.292
C 0.470 -5.367 -1.444
C -2.293 -3.790 -0.022
C -3.082 -4.020 1.104
C -4.356 -4.552 0.974
C -4.826 -4.840 -0.297
F -6.054 -5.331 -0.428
C -4.063 -4.639 -1.436
C -2.790 -4.111 -1.287
H -0.050 -3.243 5.365
H -1.157 -2.652 3.233
H 2.202 -4.277 1.073
H 3.297 -4.820 3.232
H 2.165 -2.417 -1.635
H 3.585 -3.797 -3.128
H 1.039 -7.164 -2.498
H -0.383 -5.831 -0.965
H -2.699 -3.822 2.098
H -4.974 -4.776 1.834
H -4.461 -4.919 -2.402
H -2.171 -3.978 -2.166
```

Values from the calculation:
ΔE to the lowest compared entry with this formula, charge and spin	0.0	kcal per mole
frontier orbital gap	5.977	eV
net charge	+3
LUMO	-9.9	eV

For reference, E by record: -101424.0120; -80053.3752; -130996.2599; -137541.5224 eV.